<w>
17
Properties=species:S:1:pos:R:3:nbo_charge:R:1 method="wB97M-V/def2-TZVPD" spin_multiplicity=1 total_charge=0 homo_energy_ev=-9.53 lumo_energy_ev=-0.801
C 1.507 1.903 0.421 0.211
C 0.340 -1.994 -0.502 0.224
C 1.339 0.557 0.263 -0.150
C 1.951 -0.640 0.284 0.193
C -0.846 -1.175 0.047 -0.576
C -0.700 0.286 -0.387 0.163
C -1.636 1.330 0.190 -0.712
N 1.598 3.062 0.539 -0.281
N 1.535 -1.740 -0.292 -0.432
Cl 3.669 -0.954 0.773 -0.023
Cl -0.500 0.438 -2.209 -0.040
H 0.165 -2.881 -0.958 0.182
H -1.842 -1.546 -0.253 0.239
H -0.810 -1.306 1.117 0.253
H -1.036 2.217 0.432 0.263
H -2.234 0.909 1.078 0.233
H -2.500 1.534 -0.543 0.251

***

<x>
17
Properties=species:S:1:pos:R:3:nbo_charge:R:1 method="wB97M-V/def2-TZVPD" spin_multiplicity=1 smiles=CC[C@H]1C(Cl)(Cl)C1(C#N)C#N total_charge=0 homo_energy_ev=-11.22 lumo_energy_ev=-0.002
C -2.385 0.882 -1.114 0.281
C -1.468 1.533 0.806 0.282
C -0.063 -0.149 -0.491 -0.223
C -1.416 0.440 -0.116 -0.310
C -1.062 -1.014 0.171 0.062
C 2.349 -0.696 0.061 -0.605
C 1.129 0.244 0.306 -0.423
N -3.040 1.493 -1.830 -0.248
N -1.530 2.333 1.593 -0.247
Cl -1.984 -2.294 -0.827 0.010
Cl -1.013 -1.467 1.952 0.030
H 0.124 -0.258 -1.529 0.266
H 2.066 -1.721 0.278 0.212
H 3.298 -0.429 0.557 0.232
H 2.547 -0.631 -1.047 0.202
H 1.395 1.251 -0.224 0.222
H 1.053 0.483 1.455 0.256

***

Stability summary: most stable <x>, least stable <w>.

***

<w>
17
Properties=species:S:1:pos:R:3:nbo_charge:R:1 method="wB97M-V/def2-TZVPD" spin_multiplicity=1 smiles="C=C1N=C[N+](=C)[C@H]1C" total_charge=+1 homo_energy_ev="-13.95 / -13.95" lumo_energy_ev="-5.638 / -5.639"
C 0.492 -0.397 -1.635 0.174
C 0.288 1.281 -0.278 0.077
C 0.640 2.481 0.105 -0.279
C -0.783 -2.112 -0.620 0.116
C -0.583 0.151 0.318 -0.115
C 0.067 -0.359 1.588 -0.598
N 0.747 0.829 -1.511 -0.280
N -0.462 -0.895 -0.671 -0.234
H 0.778 -0.814 -2.565 0.246
H 1.279 3.022 -0.567 0.245
H 0.312 2.935 0.956 0.216
H -1.288 -2.361 0.319 0.230
H -0.420 -2.805 -1.300 0.235
H -1.566 0.454 0.437 0.258
H -0.777 -0.712 2.225 0.238
H 0.621 0.501 1.963 0.257
H 0.656 -1.199 1.237 0.214

***

<x>
17
Properties=species:S:1:pos:R:3:nbo_charge:R:1 method="wB97M-V/def2-TZVPD" spin_multiplicity=1 smiles="C#CN(C)C=C=[NH+]C" total_charge=+1 homo_energy_ev=-12.62 lumo_energy_ev=-4.528
C -0.197 -0.918 -0.511 -0.013
C -1.540 2.197 0.137 -0.205
C -1.519 0.987 0.074 0.091
C 0.856 -0.183 -0.726 0.376
C -2.559 -1.137 0.181 -0.414
C 2.888 0.166 0.487 -0.449
N -1.417 -0.310 -0.229 -0.399
N 2.047 0.174 -0.662 -0.402
H -0.343 -1.886 -0.864 0.273
H -1.495 3.303 0.099 0.277
H -2.620 -2.025 -0.431 0.230
H -2.527 -1.234 1.299 0.218
H -3.376 -0.416 0.210 0.245
H 2.874 1.111 1.068 0.251
H 2.554 -0.652 1.095 0.237
H 3.972 0.156 0.238 0.252
H 2.401 0.666 -1.466 0.431

***

<y>
17
Properties=species:S:1:pos:R:3:nbo_charge:R:1 method="wB97M-V/def2-TZVPD" spin_multiplicity=1 total_charge=+1 homo_energy_ev="-12.98 / -13.03" lumo_energy_ev="-5.649 / -6.210"
C -1.611 1.197 -0.086 -0.009
C -2.217 -0.021 -0.230 -0.036
C -0.518 -1.556 0.102 0.567
C 0.849 -1.250 0.269 -0.583
C 1.277 0.112 -0.560 -0.345
C 0.864 1.279 0.276 -0.282
N -0.441 1.622 0.246 -0.281
N -1.753 -1.250 0.072 -0.523
H -2.394 2.061 -0.045 0.242
H -3.243 -0.072 -0.357 0.224
H 0.988 -1.052 1.336 0.290
H 1.523 -2.089 -0.180 0.302
H 2.231 0.010 -0.922 0.244
H 0.671 0.052 -1.393 0.206
H 1.131 1.111 1.302 0.246
H 1.474 2.195 0.031 0.265
H -2.478 -2.100 0.088 0.473

***

<z>
17
Properties=species:S:1:pos:R:3:nbo_charge:R:1 method="wB97M-V/def2-TZVPD" spin_multiplicity=1 total_charge=+1 homo_energy_ev=-13.79 lumo_energy_ev=-5.075
C 1.177 -0.144 0.721 0.146
C -0.621 -1.791 0.888 0.238
C 0.114 0.850 -0.843 0.253
C -1.602 0.353 0.873 -0.280
C -1.184 0.790 -0.495 -0.271
C 1.220 1.098 -1.742 -0.713
N -1.671 -1.117 0.807 -0.304
N 0.716 -1.336 1.009 -0.540
H 2.154 0.379 0.954 0.248
H -0.628 -2.906 0.828 0.212
H -0.714 0.588 1.598 0.216
H -2.618 0.755 1.280 0.269
H -1.856 1.130 -1.404 0.294
H 2.065 0.404 -1.635 0.259
H 1.477 2.139 -1.550 0.269
H 0.691 0.920 -2.633 0.273
H 1.281 -2.112 1.346 0.431

***

Stability summary: most stable <w>, least stable <y>.

***

<w>
180
Properties=species:S:1:pos:R:3:lowdin_charge:R:1 method="wB97M-V/def2-TZVPD" spin_multiplicity=1 total_charge=0 homo_energy_ev=-8.52 lumo_energy_ev=-0.135
C -6.207 1.489 5.962 0.007
C -5.228 1.484 4.778 -0.548
O -5.329 0.661 3.881 0.006
N -4.398 2.544 4.774 0.019
C -3.386 2.807 3.763 -0.056
H -5.713 1.002 6.809 0.084
H -7.033 0.799 5.797 0.083
H -6.590 2.469 6.234 0.079
H -4.411 3.014 5.664 0.137
H -3.478 2.194 2.872 0.070
H -2.402 2.682 4.221 0.077
H -3.464 3.872 3.536 0.091
C 4.300 1.539 0.146 -0.005
C 4.886 2.034 -1.141 -0.558
O 6.095 1.947 -1.364 0.011
N 4.004 2.504 -2.032 0.025
C 4.287 3.009 -3.379 -0.040
H 5.005 1.685 0.965 0.092
H 4.233 0.450 0.185 0.052
H 3.316 1.979 0.306 0.060
H 3.066 2.669 -1.700 0.115
H 3.608 2.542 -4.089 0.074
H 5.336 2.851 -3.603 0.084
H 4.048 4.072 -3.315 0.077
C -5.435 3.535 -0.351 0.014
C -5.388 2.323 0.531 -0.540
O -4.577 1.431 0.234 -0.020
N -6.272 2.097 1.510 0.031
C -7.433 2.938 1.741 -0.084
H -6.169 4.299 -0.121 0.072
H -5.465 3.137 -1.360 0.074
H -4.429 3.948 -0.246 0.094
H -6.197 1.280 2.096 0.105
H -7.958 2.597 2.635 0.081
H -8.194 2.791 0.967 0.087
H -7.279 4.012 1.816 0.078
C 4.844 -2.275 0.997 -0.005
C 5.985 -2.630 0.031 -0.538
O 6.474 -3.743 -0.036 0.040
N 6.275 -1.617 -0.826 0.015
C 7.362 -1.740 -1.790 -0.064
H 4.784 -2.978 1.823 0.075
H 3.918 -2.031 0.481 0.045
H 5.041 -1.302 1.472 0.074
H 5.902 -0.713 -0.601 0.093
H 7.835 -2.705 -1.639 0.076
H 8.131 -1.003 -1.542 0.081
H 7.088 -1.536 -2.822 0.076
C 1.767 -5.423 4.898 -0.003
C 2.360 -4.340 4.022 -0.558
O 3.145 -4.594 3.124 0.041
N 1.838 -3.111 4.197 0.019
C 1.965 -2.005 3.275 -0.077
H 0.676 -5.479 4.962 0.065
H 2.054 -5.398 5.952 0.078
H 2.062 -6.383 4.478 0.086
H 1.223 -3.040 4.990 0.125
H 2.213 -2.259 2.250 0.052
H 2.764 -1.397 3.693 0.074
H 1.046 -1.437 3.137 0.060
C 0.127 3.771 -3.163 0.008
C 1.117 4.242 -4.202 -0.559
O 1.840 5.217 -4.000 0.003
N 1.184 3.544 -5.349 0.003
C 2.082 3.813 -6.461 -0.055
H 0.567 3.700 -2.169 0.058
H -0.136 2.729 -3.375 0.077
H -0.754 4.407 -3.140 0.069
H 0.514 2.789 -5.479 0.066
H 1.690 4.691 -6.976 0.085
H 2.085 2.970 -7.147 0.079
H 3.090 3.925 -6.065 0.076
C 1.345 2.409 3.151 0.002
C 2.742 1.906 3.431 -0.540
O 3.125 0.822 3.033 0.033
N 3.499 2.718 4.205 0.006
C 4.803 2.442 4.733 -0.081
H 1.038 2.147 2.140 0.054
H 1.273 3.493 3.256 0.073
H 0.589 1.975 3.809 0.080
H 3.062 3.552 4.557 0.128
H 5.315 1.568 4.321 0.087
H 4.732 2.111 5.774 0.086
H 5.556 3.215 4.590 0.083
C 3.236 5.154 1.463 0.006
C 1.966 4.971 0.695 -0.536
O 1.590 3.859 0.347 0.014
N 1.299 6.095 0.314 0.013
C 0.259 6.060 -0.685 -0.082
H 3.056 5.930 2.215 0.086
H 4.003 5.627 0.845 0.094
H 3.583 4.196 1.832 0.064
H 1.687 7.024 0.338 0.137
H -0.386 5.182 -0.634 0.072
H 0.666 6.185 -1.689 0.083
H -0.498 6.806 -0.422 0.087
C -0.369 -4.769 1.611 0.017
C -1.408 -5.626 2.330 -0.562
O -1.639 -6.756 1.940 0.042
N -1.988 -5.051 3.401 0.018
C -2.938 -5.796 4.214 -0.071
H 0.402 -5.409 1.191 0.081
H 0.067 -3.917 2.137 0.057
H -0.868 -4.303 0.753 0.061
H -1.711 -4.156 3.768 0.081
H -2.387 -6.319 5.002 0.080
H -3.618 -6.473 3.710 0.081
H -3.536 -5.059 4.757 0.075
C -1.136 -0.631 -4.711 -0.011
C -0.356 -0.095 -5.901 -0.510
O 0.039 1.074 -5.896 -0.004
N 0.000 -0.953 -6.870 0.014
C -0.562 -2.268 -7.193 -0.048
H -1.088 0.058 -3.864 0.047
H -0.405 -1.314 -4.258 0.109
H -2.172 -0.856 -4.940 0.081
H 0.606 -0.584 -7.587 0.140
H -1.089 -2.159 -8.144 0.083
H -1.245 -2.477 -6.374 0.077
H 0.210 -3.021 -7.336 0.085
C 2.713 -4.880 -0.635 0.008
C 3.441 -6.038 -1.315 -0.547
O 3.305 -7.198 -0.965 0.046
N 4.259 -5.665 -2.331 0.000
C 5.151 -6.637 -2.923 -0.085
H 1.651 -4.845 -0.862 0.076
H 3.200 -3.943 -0.911 0.054
H 2.960 -5.061 0.413 0.082
H 4.117 -4.764 -2.745 0.124
H 5.819 -7.007 -2.140 0.088
H 5.807 -6.244 -3.695 0.077
H 4.612 -7.525 -3.258 0.079
C -3.058 -5.030 -0.944 -0.010
C -2.647 -3.745 -1.635 -0.565
O -1.525 -3.622 -2.097 0.040
N -3.574 -2.764 -1.575 0.006
C -3.328 -1.386 -2.006 -0.056
H -3.797 -5.606 -1.509 0.084
H -3.454 -4.867 0.059 0.067
H -2.228 -5.730 -0.871 0.084
H -4.437 -3.035 -1.138 0.127
H -3.985 -0.687 -1.490 0.071
H -3.552 -1.366 -3.075 0.073
H -2.283 -1.147 -1.824 0.059
C 1.197 -1.355 0.030 0.023
C 0.143 -0.351 -0.399 -0.521
O -0.263 -0.218 -1.541 0.034
N -0.378 0.360 0.641 0.018
C -1.261 1.500 0.454 -0.051
H 0.612 -1.877 0.793 0.063
H 2.122 -0.916 0.385 0.063
H 1.378 -2.052 -0.785 0.086
H -0.344 -0.112 1.530 0.106
H -0.779 2.379 0.021 0.074
H -1.588 1.811 1.444 0.068
H -2.070 1.176 -0.198 0.063
C -3.663 1.975 -3.320 0.006
C -3.353 3.412 -3.722 -0.550
O -3.791 4.307 -3.000 0.021
N -2.743 3.593 -4.901 0.019
C -2.439 4.908 -5.458 -0.055
H -2.824 1.335 -3.634 0.051
H -4.522 1.428 -3.710 0.091
H -3.712 1.897 -2.235 0.056
H -2.363 2.759 -5.317 0.123
H -3.304 5.353 -5.937 0.084
H -1.613 4.776 -6.159 0.080
H -1.976 5.563 -4.721 0.079
C -2.463 -0.429 5.044 0.015
C -2.195 -1.367 3.882 -0.512
O -1.285 -2.185 3.916 0.011
N -3.039 -1.207 2.829 0.049
C -2.916 -1.970 1.618 -0.059
H -3.142 -0.807 5.808 0.092
H -2.765 0.540 4.662 0.033
H -1.539 -0.264 5.602 0.087
H -3.828 -0.588 2.965 0.101
H -3.541 -1.487 0.866 0.075
H -3.307 -2.994 1.621 0.079
H -1.871 -2.040 1.320 0.074

***

<x>
180
Properties=species:S:1:pos:R:3:lowdin_charge:R:1 method="wB97M-V/def2-TZVPD" spin_multiplicity=1 total_charge=0 homo_energy_ev=-8.56 lumo_energy_ev=-0.069
C 4.508 -1.184 2.404 -0.312
O 4.535 -0.858 1.204 -0.036
N 5.523 -1.202 3.289 -0.148
C 5.336 -1.600 4.688 -0.051
C 6.958 -0.983 2.852 0.007
H 3.551 -1.604 2.748 0.124
H 5.352 -0.782 5.408 0.077
H 6.219 -2.136 5.035 0.082
H 4.456 -2.225 4.838 0.063
H 7.087 -1.573 1.944 0.091
H 7.199 0.079 2.806 0.084
H 7.671 -1.504 3.491 0.083
C -2.748 5.332 3.023 -0.347
O -3.131 4.674 2.054 -0.046
N -1.480 5.262 3.392 -0.176
C -1.094 6.013 4.554 -0.064
C -0.392 4.541 2.673 -0.012
H -3.449 5.750 3.762 0.137
H -0.248 5.540 5.054 0.088
H -1.931 6.253 5.210 0.085
H -0.732 6.967 4.173 0.092
H 0.051 3.762 3.294 0.083
H -0.724 4.048 1.758 0.068
H 0.410 5.248 2.461 0.089
C 7.021 0.532 -0.235 -0.233
O 8.236 0.103 -0.195 -0.072
N 6.650 1.790 0.324 -0.185
C 5.202 2.023 0.530 -0.068
C 7.591 2.605 1.028 -0.064
H 6.167 -0.086 -0.555 0.116
H 4.629 1.375 -0.133 0.059
H 4.791 3.032 0.484 0.089
H 4.981 1.619 1.518 0.059
H 8.563 2.119 0.947 0.086
H 7.603 3.589 0.560 0.094
H 7.320 2.662 2.082 0.073
C -1.334 -4.074 -0.877 -0.318
O -0.165 -3.738 -0.696 -0.023
N -1.760 -5.366 -0.921 -0.161
C -3.092 -5.680 -1.383 -0.069
C -0.853 -6.553 -0.740 -0.013
H -2.183 -3.387 -1.013 0.112
H -3.677 -4.793 -1.625 0.077
H -3.681 -6.299 -0.706 0.089
H -3.041 -6.088 -2.392 0.089
H -0.447 -6.809 -1.719 0.079
H 0.040 -6.303 -0.167 0.073
H -1.326 -7.368 -0.191 0.086
C 4.058 -4.800 -3.053 -0.348
O 5.025 -4.415 -3.739 -0.029
N 3.940 -4.472 -1.771 -0.166
C 2.886 -4.876 -0.810 -0.045
C 4.986 -3.688 -1.074 -0.037
H 3.152 -5.264 -3.473 0.114
H 3.203 -5.305 0.140 0.078
H 2.339 -5.641 -1.362 0.078
H 2.426 -3.912 -0.594 0.062
H 5.355 -4.201 -0.186 0.089
H 5.887 -3.446 -1.638 0.083
H 4.647 -2.674 -0.866 0.071
C 1.137 0.563 -4.438 -0.336
O 1.222 -0.275 -5.298 0.022
N 0.299 1.660 -4.445 -0.170
C 0.237 2.613 -3.311 -0.038
C -0.540 2.012 -5.527 -0.078
H 1.920 0.686 -3.673 0.131
H -0.792 2.536 -2.960 0.055
H 0.399 3.670 -3.519 0.086
H 0.989 2.363 -2.562 0.079
H -0.283 3.017 -5.861 0.093
H -0.314 1.372 -6.380 0.092
H -1.621 2.058 -5.394 0.065
C 1.042 -3.473 2.570 -0.283
O 2.128 -3.827 2.058 -0.033
N 0.875 -3.547 3.913 -0.172
C -0.338 -3.084 4.656 -0.039
C 1.969 -3.823 4.837 -0.064
H 0.161 -3.142 1.999 0.127
H -0.156 -2.315 5.406 0.082
H -0.728 -3.977 5.146 0.084
H -1.105 -2.700 3.983 0.075
H 2.178 -2.952 5.458 0.082
H 1.832 -4.733 5.421 0.094
H 2.906 -3.930 4.291 0.071
C -0.766 -3.327 -5.955 -0.352
O -1.520 -3.514 -6.934 -0.037
N -0.269 -4.244 -5.168 -0.161
C 0.401 -3.862 -3.953 -0.034
C -0.395 -5.719 -5.387 -0.003
H -0.579 -2.290 -5.638 0.105
H 0.033 -4.339 -3.044 0.066
H 0.355 -2.786 -3.780 0.086
H 1.431 -4.161 -4.145 0.078
H -0.794 -6.220 -4.505 0.069
H -0.991 -5.995 -6.256 0.087
H 0.608 -6.133 -5.496 0.084
C 0.576 5.413 -0.781 -0.312
O 1.572 6.018 -0.394 -0.011
N -0.491 6.025 -1.433 -0.159
C -1.642 5.311 -1.893 -0.100
C -0.504 7.466 -1.883 -0.028
H 0.441 4.342 -0.568 0.117
H -2.594 5.558 -1.422 0.087
H -1.615 4.223 -1.965 0.054
H -1.731 5.512 -2.961 0.093
H 0.066 7.625 -2.799 0.090
H -1.472 7.965 -1.921 0.083
H -0.057 8.052 -1.080 0.078
C -5.728 -4.000 0.196 -0.306
O -6.100 -3.400 -0.857 -0.036
N -4.823 -3.553 1.127 -0.177
C -4.764 -4.164 2.466 -0.046
C -4.051 -2.370 0.910 -0.072
H -6.156 -4.971 0.488 0.127
H -5.554 -4.883 2.683 0.085
H -4.916 -3.425 3.253 0.079
H -3.773 -4.595 2.607 0.083
H -4.475 -1.511 1.428 0.056
H -3.063 -2.346 1.369 0.078
H -3.783 -2.137 -0.120 0.084
C -2.672 -1.065 -3.958 -0.355
O -2.593 -1.414 -2.798 -0.013
N -3.795 -0.757 -4.625 -0.160
C -3.883 -0.446 -6.022 -0.050
C -5.058 -0.841 -3.837 -0.026
H -1.753 -0.938 -4.551 0.115
H -4.443 -1.233 -6.526 0.095
H -2.915 -0.283 -6.496 0.092
H -4.396 0.513 -6.099 0.086
H -5.729 -0.025 -4.107 0.082
H -5.524 -1.803 -4.053 0.090
H -5.125 -0.845 -2.749 0.077
C -3.575 2.722 -2.966 -0.424
O -3.412 2.925 -4.117 0.034
N -4.567 3.154 -2.177 -0.167
C -4.533 2.853 -0.774 -0.068
C -5.600 4.134 -2.623 -0.010
H -2.951 1.951 -2.488 0.130
H -3.739 2.162 -0.491 0.076
H -5.365 2.182 -0.559 0.093
H -4.428 3.727 -0.131 0.081
H -5.545 4.309 -3.698 0.084
H -6.584 3.807 -2.286 0.088
H -5.349 5.113 -2.214 0.081
C 1.368 1.220 0.417 -0.285
O 0.823 2.181 1.029 -0.071
N 0.633 0.277 -0.199 -0.163
C -0.814 0.175 0.059 -0.014
C 1.203 -0.900 -0.863 -0.038
H 2.461 1.107 0.348 0.115
H -1.209 0.088 -0.953 0.067
H -1.319 1.024 0.522 0.077
H -1.008 -0.828 0.438 0.082
H 0.541 -1.060 -1.714 0.082
H 2.259 -0.711 -1.055 0.086
H 1.299 -1.820 -0.286 0.060
C -3.945 1.395 2.722 -0.323
O -3.597 0.462 2.016 -0.003
N -4.884 1.357 3.675 -0.192
C -5.100 2.543 4.469 -0.041
C -5.911 0.326 3.713 -0.029
H -3.502 2.398 2.617 0.119
H -4.710 3.438 3.985 0.071
H -4.497 2.358 5.358 0.095
H -6.171 2.621 4.654 0.092
H -6.173 0.056 4.736 0.087
H -6.800 0.817 3.315 0.094
H -5.718 -0.615 3.198 0.074
C 5.668 4.516 3.634 -0.356
O 6.736 4.558 4.216 0.000
N 4.714 3.581 3.908 -0.161
C 3.245 3.737 3.438 -0.026
C 4.826 2.435 4.809 -0.064
H 5.329 5.282 2.920 0.135
H 2.831 2.783 3.112 0.071
H 3.256 4.441 2.607 0.076
H 2.648 4.168 4.242 0.073
H 4.054 2.385 5.577 0.088
H 4.823 1.515 4.226 0.061
H 5.809 2.423 5.282 0.085

***

Stability summary: most stable <w>, least stable <x>.